The following is a quantum chemistry calculation of a molecular structure, C43H55N4O3PRuS3, from OMol25.

M: 904.18 Da
Maximum force: 0.050 hartree/bohr
Energy relative to the best compared isomer or geometry (same formula, charge and spin): 33.8 kcal/mol
Lowest unoccupied orbital energy (alpha / beta): 2.18 / 2.24 eV
Multiplicity: 2
⟨S²⟩: 0.7675
Total charge: -1
Energy: -101966.9371 eV

Positions of all 110 atoms, in Å:
Ru1 -0.15 0.17 -0.26
C1 0.33 -2.96 0.65
N1 -0.88 -2.27 0.15
C2 -1.46 -3.13 -0.88
C3 -1.77 -1.95 1.23
C4 -2.96 -2.61 1.44
C5 -3.81 -2.24 2.49
C6 -3.44 -1.19 3.31
C7 -2.23 -0.52 3.10
C8 -1.37 -0.91 2.07
N2 -0.15 -0.29 1.72
C9 0.65 0.45 2.56
C10 0.49 0.63 3.94
C11 1.35 1.48 4.65
C12 2.39 2.14 4.01
C13 2.62 1.87 2.67
C14 1.79 1.01 1.98
N3 2.08 0.54 0.65
C15 2.85 -0.73 0.73
C16 2.85 1.45 -0.21
H1 0.06 -3.98 0.94
H2 1.07 -3.01 -0.13
H3 0.71 -2.44 1.52
H4 -1.65 -4.13 -0.48
H5 -2.38 -2.71 -1.26
H6 -0.74 -3.23 -1.69
H7 -3.26 -3.42 0.78
H8 -4.74 -2.76 2.64
H9 -4.09 -0.86 4.10
H10 -1.99 0.34 3.70
H11 -0.30 0.11 4.46
H12 1.19 1.62 5.71
H13 3.03 2.82 4.56
H14 3.46 2.33 2.16
H15 3.90 -0.51 0.98
H16 2.44 -1.36 1.50
H17 2.82 -1.24 -0.23
H18 3.92 1.42 0.04
H19 2.72 1.13 -1.24
H20 2.49 2.46 -0.11
S1 -0.31 2.71 -0.34
C17 0.71 3.90 0.49
C18 0.64 4.07 1.88
C19 1.35 5.10 2.50
C20 2.13 5.97 1.75
C21 2.23 5.79 0.38
C22 1.52 4.76 -0.24
H21 0.03 3.40 2.47
H22 1.28 5.22 3.58
H23 2.66 6.78 2.24
H24 2.85 6.45 -0.22
H25 1.59 4.62 -1.32
C23 -4.26 3.62 1.87
C24 -3.10 3.05 2.37
C25 -2.44 2.04 1.68
C26 -2.93 1.53 0.46
C27 -4.10 2.13 -0.03
C28 -4.75 3.15 0.66
N4 -2.26 0.52 -0.26
C29 -3.04 -0.27 -1.13
C30 -4.33 -0.71 -0.77
C31 -5.12 -1.44 -1.65
C32 -4.66 -1.77 -2.92
C33 -3.37 -1.40 -3.27
C34 -2.57 -0.67 -2.39
H26 -4.77 4.41 2.40
H27 -2.68 3.40 3.31
H28 -1.53 1.62 2.07
H29 -4.49 1.81 -0.99
H30 -5.65 3.59 0.23
H31 -4.69 -0.48 0.22
H32 -6.11 -1.74 -1.34
H33 -5.28 -2.34 -3.61
H34 -2.98 -1.67 -4.25
H35 -1.57 -0.40 -2.68
C35 5.43 -2.15 -4.45
C36 4.95 -1.58 -3.12
C37 4.54 -0.13 -3.25
O1 3.94 -2.42 -2.53
P1 2.38 -2.59 -2.85
S2 1.89 -4.39 -2.29
S3 1.36 -0.98 -2.21
O2 2.42 -2.44 -4.45
C38 1.31 -2.23 -5.38
C39 -0.01 -2.82 -4.91
C40 1.20 -0.75 -5.70
H36 6.37 -1.68 -4.74
H37 4.68 -1.99 -5.23
H38 5.59 -3.23 -4.35
H39 5.77 -1.65 -2.41
H40 3.68 -0.02 -3.92
H41 5.38 0.45 -3.65
H42 4.25 0.28 -2.28
H43 1.63 -2.77 -6.27
H44 -0.39 -2.28 -4.04
H45 0.10 -3.87 -4.64
H46 -0.74 -2.74 -5.73
H47 0.94 -0.20 -4.79
H48 0.43 -0.60 -6.45
H49 2.15 -0.37 -6.08
C41 -1.87 1.94 -4.29
C42 -0.52 2.03 -3.60
C43 0.39 3.15 -4.01
O3 -0.20 1.27 -2.73
H50 -1.88 2.47 -5.24
H51 -2.61 2.38 -3.62
H52 -2.14 0.89 -4.43
H53 0.61 3.09 -5.08
H54 1.31 3.11 -3.43
H55 -0.12 4.10 -3.82

=====

The following is a quantum chemistry calculation of a molecular structure, C43H58Cl2N2O4SSc, from OMol25.

M: 814.88 Da
Maximum force: 0.015 hartree/bohr
Energy relative to the best compared isomer or geometry (same formula, charge and spin): 0.9 kcal/mol
Lowest unoccupied orbital energy: -4.46 eV
Total charge: +1
Energy: -113284.4299 eV

Positions of all 111 atoms, in Å:
Sc1 -0.23 0.40 0.27
C1 6.35 0.96 4.00
C2 5.13 1.84 4.35
C3 4.89 1.80 5.87
C4 5.42 3.28 3.94
C5 3.92 1.27 3.63
C6 3.27 1.92 2.65
C7 2.14 1.29 2.01
N1 1.42 1.70 1.03
C8 1.41 2.90 0.32
C9 2.50 3.73 0.08
C10 2.32 4.93 -0.57
C11 1.01 5.26 -0.95
C12 -0.11 4.46 -0.75
C13 0.09 3.22 -0.10
O1 -0.89 2.36 0.16
C14 -1.50 4.89 -1.22
C15 -1.49 6.28 -1.87
C16 -2.46 4.95 -0.02
C17 -2.00 3.88 -2.26
C18 3.52 5.82 -0.88
C19 3.11 7.15 -1.50
C20 4.46 5.09 -1.85
C21 4.28 6.12 0.43
C22 1.59 0.01 2.60
O2 0.47 -0.36 2.23
C23 2.39 -0.72 3.58
C24 3.48 -0.07 4.03
C25 1.96 -2.11 4.03
C26 0.62 -2.02 4.78
C27 3.00 -2.71 4.99
C28 1.84 -3.03 2.81
H1 7.23 1.32 4.53
H2 6.20 -0.08 4.28
H3 6.55 1.00 2.93
H4 5.73 2.28 6.38
H5 3.98 2.33 6.14
H6 4.83 0.78 6.26
H7 6.26 3.66 4.52
H8 5.69 3.35 2.89
H9 4.56 3.93 4.12
H10 3.56 2.91 2.33
H11 3.50 3.39 0.35
H12 0.86 6.21 -1.44
H13 -1.14 7.05 -1.18
H14 -0.86 6.31 -2.76
H15 -2.50 6.53 -2.17
H16 -2.13 5.70 0.70
H17 -3.46 5.23 -0.37
H18 -2.53 3.98 0.48
H19 -1.32 3.85 -3.12
H20 -2.07 2.89 -1.83
H21 -2.99 4.18 -2.62
H22 2.61 7.01 -2.46
H23 2.44 7.72 -0.85
H24 4.00 7.76 -1.68
H25 3.95 4.88 -2.79
H26 5.33 5.71 -2.07
H27 4.81 4.15 -1.44
H28 3.63 6.61 1.15
H29 4.68 5.21 0.88
H30 5.13 6.78 0.23
H31 4.10 -0.56 4.77
H32 0.70 -1.37 5.65
H33 -0.18 -1.66 4.14
H34 0.34 -3.02 5.13
H35 3.09 -2.13 5.91
H36 2.68 -3.71 5.26
H37 3.98 -2.79 4.52
H38 1.10 -2.68 2.10
H39 2.80 -3.13 2.30
H40 1.54 -4.03 3.15
Cl1 1.84 -3.88 -1.36
C29 0.18 -3.63 -0.98
C30 -0.73 -4.69 -1.18
C31 -2.06 -4.53 -0.89
Cl2 -3.16 -5.85 -1.14
C32 -2.55 -3.30 -0.40
C33 -3.90 -3.03 -0.08
C34 -4.26 -1.79 0.38
C35 -3.28 -0.81 0.53
N2 -2.01 -1.02 0.25
C36 -1.62 -2.25 -0.21
C37 -0.22 -2.40 -0.50
O3 0.57 -1.38 -0.30
H41 -0.37 -5.63 -1.55
H42 -4.63 -3.81 -0.21
H43 -5.29 -1.57 0.63
H44 -3.54 0.18 0.88
C38 1.84 -0.67 -5.55
C39 0.49 0.03 -5.66
C40 0.11 0.81 -4.40
S1 -0.28 -0.28 -3.03
O4 -0.29 0.69 -1.84
C41 -2.00 -0.66 -3.38
C42 -3.00 0.45 -3.10
C43 -4.43 -0.05 -3.31
H45 2.06 -1.24 -6.45
H46 1.87 -1.36 -4.70
H47 2.64 0.06 -5.41
H48 -0.29 -0.70 -5.91
H49 0.50 0.74 -6.49
H50 -0.73 1.48 -4.55
H51 0.95 1.39 -4.03
H52 -2.23 -1.55 -2.78
H53 -2.01 -0.98 -4.43
H54 -2.81 1.31 -3.74
H55 -2.87 0.79 -2.07
H56 -4.59 -0.39 -4.34
H57 -5.15 0.74 -3.10
H58 -4.65 -0.89 -2.65

=====

The following is a quantum chemistry calculation of 9 unconnected molecules or ions with the total composition C43H58FN12O3S, from OMol25.

M: 842.08 Da
Maximum force: 0.017 hartree/bohr
Energy relative to the best compared isomer or geometry (same formula, charge and spin): 0.0 kcal/mol
Lowest unoccupied orbital energy: 1.76 eV
Total charge: -1
Energy: -83106.6926 eV

Positions of all 118 atoms, in Å:
C1 1.92 1.30 0.68
C2 1.33 -0.09 0.87
N1 0.25 -0.38 -0.07
N2 0.47 -1.49 -0.90
C3 1.27 -1.08 -2.06
C4 1.29 -1.97 -3.28
S1 2.01 -3.65 -3.13
C5 2.62 -3.77 -1.51
N3 3.88 -3.82 -1.19
N4 3.91 -4.07 0.18
C6 2.67 -4.14 0.54
O1 1.81 -3.97 -0.47
C7 -0.79 -2.19 -1.18
C8 -1.79 -1.38 -2.01
C9 -2.75 -2.28 -2.79
C10 -3.83 -2.95 -1.97
F1 -4.60 -2.02 -1.29
C11 -1.37 -2.67 0.19
O2 -0.82 -3.73 0.61
O3 -2.28 -2.00 0.72
H1 2.78 1.45 1.33
H2 2.21 1.50 -0.35
H3 1.17 2.05 0.97
H4 2.10 -0.87 0.78
H5 0.91 -0.14 1.88
H6 -0.01 0.45 -0.60
H7 2.31 -0.98 -1.72
H8 0.97 -0.07 -2.38
H9 0.30 -2.10 -3.73
H10 1.91 -1.47 -4.02
H11 2.26 -4.31 1.53
H12 -0.54 -3.12 -1.70
H13 -1.26 -0.77 -2.75
H14 -2.35 -0.69 -1.38
H15 -3.24 -1.68 -3.56
H16 -2.15 -3.06 -3.29
H17 -4.51 -3.51 -2.63
H18 -3.41 -3.67 -1.26
N5 -0.50 4.16 4.17
C12 -0.51 2.79 4.20
C13 -1.30 2.36 3.17
C14 -1.81 3.50 2.51
C15 -1.30 4.60 3.14
H19 0.01 4.73 4.82
H20 0.07 2.24 4.92
H21 -1.48 1.33 2.90
H22 -2.46 3.52 1.65
H23 -1.41 5.66 2.94
N6 -3.48 6.75 4.64
C16 -3.58 8.10 4.41
C17 -4.88 8.46 4.65
C18 -5.58 7.29 5.03
C19 -4.69 6.25 5.01
H24 -2.64 6.21 4.53
H25 -2.73 8.68 4.10
H26 -5.28 9.46 4.55
H27 -6.63 7.21 5.28
H28 -4.81 5.20 5.23
N7 4.30 1.16 -4.77
C20 4.91 1.47 -5.96
C21 3.98 2.09 -6.75
C22 2.77 2.16 -6.01
C23 3.00 1.58 -4.80
H29 4.74 0.69 -4.00
H30 5.94 1.21 -6.14
H31 4.15 2.45 -7.75
H32 1.83 2.59 -6.34
H33 2.35 1.43 -3.95
N8 1.26 6.94 3.52
C24 1.63 7.61 4.66
C25 2.35 8.71 4.27
C26 2.42 8.70 2.85
C27 1.73 7.60 2.42
H34 0.74 6.09 3.47
H35 1.35 7.25 5.63
H36 2.77 9.44 4.94
H37 2.91 9.42 2.23
H38 1.53 7.23 1.43
N9 4.58 3.51 0.35
C28 4.97 2.75 -0.72
C29 4.28 3.17 -1.82
C30 3.43 4.23 -1.40
C31 3.64 4.42 -0.06
H39 4.92 3.41 1.28
H40 5.70 1.97 -0.60
H41 4.36 2.77 -2.81
H42 2.74 4.79 -2.01
H43 3.20 5.11 0.64
N10 -3.54 -5.12 -5.20
C32 -2.66 -5.66 -6.10
C33 -3.17 -5.45 -7.35
C34 -4.41 -4.77 -7.21
C35 -4.61 -4.58 -5.86
H44 -3.42 -5.12 -4.20
H45 -1.75 -6.13 -5.77
H46 -2.71 -5.76 -8.28
H47 -5.07 -4.45 -7.99
H48 -5.41 -4.10 -5.33
N11 -1.68 -4.13 3.16
C36 -2.17 -3.20 4.02
C37 -2.53 -3.84 5.19
C38 -2.25 -5.22 5.01
C39 -1.73 -5.35 3.75
H49 -1.32 -3.98 2.20
H50 -2.23 -2.17 3.72
H51 -2.96 -3.36 6.06
H52 -2.42 -6.01 5.72
H53 -1.40 -6.22 3.20
N12 -0.04 -8.01 1.43
C40 0.28 -6.88 0.73
C41 1.52 -7.06 0.18
C42 1.97 -8.36 0.57
C43 0.98 -8.92 1.34
H54 -0.89 -8.15 1.94
H55 -0.39 -6.03 0.68
H56 2.05 -6.35 -0.43
H57 2.90 -8.83 0.31
H58 0.92 -9.88 1.82

=====

The following is a quantum chemistry calculation of 10 unconnected molecules or ions with the total composition C43H58N3O29, from OMol25.

M: 1080.93 Da
Maximum force: 0.133 hartree/bohr
Lowest unoccupied orbital energy: -3.36 eV
Total charge: +1
Energy: -109366.2272 eV

Positions of all 133 atoms, in Å:
O1 -2.44 -0.55 -1.04
C1 -2.76 -0.23 -2.23
C2 -4.24 -0.63 -2.69
C3 -5.20 0.62 -3.01
C4 -5.85 1.29 -1.72
N1 -5.00 1.68 -0.63
C5 -5.70 2.33 0.47
C6 -7.15 2.28 -0.06
N2 -7.20 1.64 -1.37
C7 -8.41 1.37 -2.21
C8 -9.38 2.68 -2.37
C9 -9.10 3.41 -3.79
C10 -7.54 3.72 -4.03
O2 -7.01 4.69 -3.07
N3 -1.76 0.44 -3.07
C11 -1.62 1.87 -2.75
C12 -1.60 2.47 -1.30
C13 -1.43 3.98 -0.97
C14 -1.23 5.01 -2.12
C15 -1.23 4.45 -3.57
C16 -1.43 2.92 -3.91
H1 -4.18 -1.37 -3.57
H2 -4.73 -1.22 -1.82
H3 -5.99 0.32 -3.78
H4 -4.54 1.43 -3.51
H5 -3.99 1.58 -0.47
H6 -5.25 2.73 1.42
H7 -7.98 2.73 0.57
H8 -8.12 0.94 -3.23
H9 -9.05 0.61 -1.62
H10 -10.48 2.32 -2.40
H11 -9.30 3.38 -1.47
H12 -9.64 4.43 -3.85
H13 -9.54 2.79 -4.65
H14 -6.87 2.79 -3.98
H15 -7.41 4.15 -5.10
H16 -7.48 5.54 -3.24
H17 -1.88 0.25 -4.07
H18 -1.74 1.76 -0.41
H19 -1.46 4.30 0.13
H20 -1.10 6.10 -1.83
H21 -1.06 5.17 -4.44
H22 -1.40 2.62 -5.01
C17 0.08 -0.27 0.58
C18 0.94 -1.28 1.28
O3 2.26 -0.85 0.95
C19 2.19 0.48 0.65
O4 3.14 1.19 0.50
O5 0.89 0.89 0.56
H23 -0.85 -0.08 1.12
H24 -0.16 -0.55 -0.44
H25 0.83 -1.26 2.36
H26 0.76 -2.30 0.92
C20 -4.66 8.97 -2.46
C21 -3.96 8.98 -1.14
O6 -2.82 8.17 -1.37
C22 -2.58 8.19 -2.71
O7 -1.59 7.75 -3.23
O8 -3.60 8.78 -3.39
H27 -5.20 9.89 -2.66
H28 -5.36 8.13 -2.55
H29 -3.63 9.99 -0.85
H30 -4.57 8.57 -0.33
C23 -10.43 8.81 -2.40
C24 -9.56 7.80 -1.71
O9 -8.25 8.23 -2.05
C25 -8.32 9.56 -2.34
O10 -7.37 10.27 -2.50
O11 -9.61 9.97 -2.42
H31 -11.36 9.00 -1.86
H32 -10.67 8.53 -3.43
H33 -9.67 7.82 -0.62
H34 -9.74 6.78 -2.07
C26 6.56 -2.42 2.08
C27 5.17 -1.90 2.24
O12 4.68 -2.64 3.36
C28 5.77 -3.03 4.08
O13 5.71 -3.54 5.18
O14 6.92 -2.79 3.41
H35 7.25 -1.66 1.70
H36 6.61 -3.29 1.44
H37 5.14 -0.83 2.49
H38 4.56 -2.08 1.37
C29 -1.26 -4.42 -1.64
C30 -2.66 -3.89 -1.48
O15 -3.15 -4.62 -0.36
C31 -2.07 -5.03 0.36
O16 -2.13 -5.52 1.45
O17 -0.91 -4.79 -0.32
H39 -0.58 -3.66 -2.03
H40 -1.22 -5.30 -2.28
H41 -2.68 -2.82 -1.24
H42 -3.28 -4.07 -2.36
C32 7.06 -6.68 4.79
C33 7.76 -6.66 6.11
O18 8.90 -7.48 5.88
C34 9.14 -7.45 4.54
O19 10.13 -7.89 4.03
O20 8.13 -6.86 3.86
H43 6.52 -5.75 4.59
H44 6.36 -7.52 4.69
H45 8.09 -5.66 6.40
H46 7.14 -7.08 6.91
C35 5.97 -2.62 -2.83
C36 4.57 -2.11 -2.67
O21 4.09 -2.84 -1.56
C37 5.17 -3.24 -0.84
O22 5.11 -3.73 0.26
O23 6.33 -3.00 -1.51
H47 6.65 -1.87 -3.22
H48 6.02 -3.51 -3.48
H49 4.55 -1.04 -2.43
H50 3.96 -2.29 -3.55
C38 4.83 -0.61 7.48
C39 6.08 -0.56 6.65
O24 6.32 0.83 6.51
C40 5.71 1.45 7.55
O25 5.86 2.61 7.83
O26 4.92 0.59 8.24
H51 4.80 -1.48 8.13
H52 3.92 -0.58 6.87
H53 6.93 -1.02 7.15
H54 5.94 -1.04 5.68
C41 12.26 -10.95 2.35
C42 11.38 -9.78 2.02
O27 11.41 -9.75 0.60
C43 11.74 -11.00 0.17
O28 11.69 -11.36 -0.97
O29 12.12 -11.79 1.22
H55 11.95 -11.46 3.26
H56 13.31 -10.66 2.45
H57 10.34 -9.94 2.34
H58 11.74 -8.85 2.44